The following is a DFT calculation (ωB97M-V with the def2-TZVPD basis set) of a cluster of 2 separate species, C52H69N3O2 in total.

The charge is 0. The HOMO-LUMO gap comes out at 4.875 eV. Its relative energy (zero: lowest compared OMol25 entry of this formula, charge and spin) is 0.00 kcal/mol. The HOMO energy comes out at -5.962 eV. Its strongest force on any atom is 2.7 eV/Å. The value obtained for the total energy is -2337.515197 hartree.

Last column: Mulliken charge in e.
CARTESIAN COORDINATES (ANGSTROEM)
C  2.15143  5.27988  0.28554  -1.438
C  1.39540  3.98593  -0.03007  1.763
C  0.95597  3.92929  -1.49490  -1.496
C  0.21716  3.80049  0.90099  0.941
C  -0.81845  4.71753  0.90984  -0.067
C  -1.88757  4.56586  1.76738  -1.687
C  -1.93236  3.48672  2.62571  -0.507
C  -0.92652  2.53505  2.62695  1.036
C  -0.97082  1.34954  3.56954  2.145
C  -2.39272  0.80037  3.73779  -1.792
C  -0.34566  1.69416  4.92302  -1.309
C  0.16572  2.69898  1.76475  -2.549
N  1.22495  1.71426  1.73783  2.057
N  1.20480  0.63764  0.95415  -1.202
N  2.32804  -0.00044  1.19824  1.959
C  2.71149  -1.22609  0.52946  -2.220
C  3.45717  -1.17622  -0.65552  0.836
C  3.88010  0.15230  -1.24600  1.559
C  3.24305  0.37026  -2.62067  -1.512
C  5.40574  0.27395  -1.30827  -1.433
C  3.79734  -2.35887  -1.28815  -0.152
C  3.40788  -3.57594  -0.76738  -1.831
C  2.66840  -3.62315  0.39657  -0.146
C  2.31210  -2.46032  1.05607  0.708
C  1.49654  -2.52145  2.32937  1.614
C  2.24850  -3.26626  3.43561  -1.421
C  0.11809  -3.13413  2.07107  -1.667
C  3.12548  0.64195  2.16656  0.437
C  4.43027  0.16934  2.67134  -0.783
C  2.41599  1.78440  2.51421  1.357
C  2.76547  2.77984  3.39723  -2.217
H  2.48083  5.29973  1.32608  0.314
H  3.02898  5.40190  -0.35211  0.432
H  1.51231  6.14956  0.12851  0.322
H  2.07998  3.13856  0.15157  -0.799
H  0.44347  2.99080  -1.71396  0.356
H  0.26506  4.74178  -1.72270  0.325
H  1.80379  4.02235  -2.17599  0.397
H  -0.78126  5.56136  0.24253  0.434
H  -2.68709  5.28797  1.76517  0.377
H  -2.76291  3.38269  3.30135  0.282
H  -0.35866  0.55947  3.09895  -0.591
H  -2.85808  0.61075  2.76792  0.413
H  -2.40315  -0.12888  4.31164  0.425
H  -3.02297  1.51222  4.27281  0.373
H  0.69525  1.99888  4.81345  0.249
H  -0.88024  2.52016  5.39355  0.288
H  -0.37483  0.84509  5.60830  0.391
H  3.50114  0.93531  -0.56553  -0.525
H  2.15500  0.30652  -2.56355  0.356
H  3.50767  1.34278  -3.03850  0.401
H  3.58057  -0.38916  -3.32702  0.333
H  5.85589  0.13398  -0.32451  0.284
H  5.82799  -0.48412  -1.96843  0.313
H  5.71755  1.24738  -1.69036  0.435
H  4.37390  -2.32410  -2.19682  0.440
H  3.67896  -4.48872  -1.27097  0.371
H  2.36403  -4.57313  0.80108  0.465
H  1.34956  -1.47796  2.66024  -0.338
H  3.22474  -2.81584  3.62037  0.214
H  1.68931  -3.26838  4.37276  0.528
H  2.41915  -4.30620  3.15613  0.227
H  -0.41953  -2.57873  1.30043  0.409
H  0.21166  -4.16522  1.72811  0.365
H  -0.49378  -3.14577  2.97436  0.412
H  4.83719  0.84717  3.42396  0.159
H  4.33369  -0.81829  3.12583  -0.153
H  5.15449  0.09589  1.85862  -0.154
H  3.68013  2.73501  3.95014  0.112
H  2.12521  3.62268  3.55199  0.375
C  0.36236  -3.97469  9.99479  -0.860
O  1.13398  -4.31118  8.86512  -0.468
C  1.92122  -3.28267  8.38158  0.852
C  2.75437  -3.54597  7.27811  -0.593
C  3.56238  -2.58007  6.75089  -0.385
C  3.58361  -1.28211  7.28599  0.727
C  4.43451  -0.28988  6.71203  -0.594
C  4.48876  0.99958  7.14939  0.049
C  5.32547  1.99525  6.63067  -0.542
C  5.38888  3.28570  7.14053  -0.244
C  6.24119  4.26468  6.55360  -0.147
C  6.33141  5.53019  7.03201  -0.588
C  7.24123  6.58949  6.40627  2.054
C  6.38201  7.78223  5.94589  -1.663
C  8.00693  6.02959  5.19502  -2.064
C  8.25636  7.06781  7.46145  -1.663
C  5.53382  5.91412  8.19345  1.825
O  5.59078  7.05207  8.65035  -0.799
C  4.66740  4.91731  8.80655  -0.967
C  3.83742  5.29769  10.03531  2.155
C  4.78778  5.74080  11.16122  -1.678
C  2.99431  4.10727  10.53416  -2.043
C  2.89409  6.45424  9.66195  -1.704
C  4.62260  3.67510  8.27677  -0.452
C  2.75292  -1.01701  8.39413  -1.114
C  1.94938  -1.98595  8.92467  -0.520
H  -0.21083  -4.85055  10.29927  0.241
H  1.01601  -3.67985  10.81719  0.359
H  -0.33189  -3.17060  9.74658  0.343
H  2.74092  -4.53641  6.86042  0.474
H  4.20201  -2.80278  5.91455  0.341
H  5.07348  -0.58328  5.89810  0.386
H  3.83400  1.27694  7.95090  -0.033
H  5.96271  1.74307  5.80177  0.518
H  6.82107  3.96415  5.70307  0.547
H  5.86411  8.22933  6.79453  0.355
H  6.99369  8.55683  5.48220  0.440
H  5.62796  7.46356  5.22602  0.344
H  8.63685  5.19087  5.48991  0.381
H  7.31589  5.68742  4.42518  0.421
H  8.65053  6.78875  4.75106  0.391
H  8.85577  6.23523  7.82990  0.332
H  8.93064  7.82037  7.05147  0.444
H  7.74082  7.51008  8.31407  0.361
H  5.36813  6.60940  10.85044  0.364
H  4.23708  6.00782  12.06324  0.442
H  5.48848  4.94384  11.41104  0.346
H  2.30710  3.76630  9.76054  0.412
H  3.63219  3.27025  10.81614  0.393
H  2.40094  4.37755  11.40650  0.427
H  2.24105  6.16890  8.83689  0.357
H  2.27078  6.74615  10.50727  0.444
H  3.46677  7.32675  9.34777  0.355
H  3.99538  2.94367  8.73933  0.343
H  2.75532  -0.04074  8.84503  0.473
H  1.33033  -1.75215  9.77361  0.429